Entry 1:
The following is a DFT calculation (ωB97M-V/def2-TZVPD) of the molecule C6H8N2O2S in a non-equilibrium geometry.

The HOMO energy comes out at -0.3281 Ha. Its energy above the lowest of the compared OMol25 structures with the same formula, charge and spin is 47.80 kcal per mole. As for the SMILES: CSCC#CNC(=O)NC=O. Its HOMO-LUMO gap is 0.346 Eh. As for the charge: 0.

```
19
C6H8N2O2S, DFT ωB97M-V/def2-TZVPD
C -2.62179 -0.99885 -1.05459
S -3.38113 0.47915 -0.32820
C -2.31303 0.64805 1.16646
C -0.96411 0.96987 0.79546
C 0.15678 1.03371 0.34974
N 1.33809 1.48443 -0.11598
C 2.60481 0.99655 -0.26531
O 3.48739 1.76199 -0.58376
N 2.92146 -0.35003 -0.09384
C 2.22188 -1.48063 0.20740
O 2.72795 -2.56401 0.27722
H -2.97587 -1.06174 -2.07942
H -1.54062 -0.88404 -1.04072
H -2.92816 -1.88367 -0.49937
H -2.36301 -0.28436 1.73074
H -2.75313 1.45820 1.74613
H 1.32721 2.48007 -0.32633
H 3.90884 -0.51505 -0.26893
H 1.14644 -1.28964 0.38329
```

=====

Entry 2:
The following is a DFT calculation (ωB97M-V/def2-TZVPD) of a structure of composition CH3FP2 in a non-equilibrium geometry.

The HOMO energy (spin up / spin down) comes out at -0.2933 / -0.3502 Ha. Its energy above the lowest of the compared OMol25 structures with the same formula, charge and spin is 0.00 kcal per mole. Its HOMO-LUMO gap (spin up / spin down) is 0.253 / 0.202 Eh. Its spin multiplicity is 3. As for the charge: 0.

```
7
CH3FP2, DFT ωB97M-V/def2-TZVPD
C -0.84850 0.74097 0.28646
F -4.23865 -0.68825 0.26094
P -2.51130 0.59791 -0.02745
P 0.47197 -0.50540 0.54355
H -0.54752 1.81423 0.07866
H 0.53461 -0.24657 1.93708
H -0.66426 -1.52576 0.66756
```

=====

Entry 3:
The following is a DFT calculation (ωB97M-V/def2-TZVPD) of a structure of composition C6H10LaO3 in a non-equilibrium geometry.

The HOMO energy (spin up / spin down) comes out at -0.5553 / -0.5982 Ha. Its energy above the lowest of the compared OMol25 structures with the same formula, charge and spin is 0.00 kcal per mole. Its HOMO-LUMO gap (spin up / spin down) is 0.222 / 0.266 Eh. Its spin multiplicity is 2. As for the charge: +2.

```
20
C6H10LaO3, DFT ωB97M-V/def2-TZVPD
O -0.65516 1.45204 1.42913
La -1.61534 0.89530 4.39882
O -1.16135 -0.64339 1.96924
C -0.93192 0.26282 1.17424
O -0.61958 -0.04342 -0.16622
C -0.15543 -1.41414 -0.49053
H -0.43121 -1.52039 -1.54341
H -0.75581 -2.06357 0.15025
C 1.30790 -1.56476 -0.25059
C 1.80181 -2.42828 0.63615
H 1.97860 -1.00644 -0.90947
H 2.87486 -2.61220 0.70391
H 1.14870 -3.00435 1.29549
C 0.09369 1.34583 -0.72678
C -0.93368 2.21905 -1.39202
H 0.81842 1.88924 -0.12100
H 0.76041 0.86169 -1.44981
H -1.71358 2.53335 -0.68803
H -0.40575 3.10665 -1.76422
H -1.40560 1.73495 -2.25518
```

=====

Entry 4:
The following is a DFT calculation (ωB97M-V/def2-TZVPD) of a structure of composition C28H26B3F4KN6O8 in a non-equilibrium geometry.

The HOMO energy (spin up / spin down) comes out at -0.0354 / 0.0076 Ha. Its energy above the lowest of the compared OMol25 structures with the same formula, charge and spin is 123.98 kcal per mole. Its HOMO-LUMO gap (spin up / spin down) is 0.182 / 0.139 Eh. As for the charge: -2.

```
76
C28H26B3F4KN6O8, DFT ωB97M-V/def2-TZVPD
K 0.18455 -0.57516 -0.52515
C 4.33994 -2.56755 1.61725
C 3.23365 -1.63110 1.20245
N 2.38978 -1.93319 0.23677
O 2.55480 -3.21597 -0.23765
B 1.45780 -3.70203 -1.10361
F 1.16359 -2.78098 -2.12680
F 1.87409 -4.92837 -1.62137
O 0.17901 -4.01264 -0.34905
N -0.20005 -2.91271 0.33492
C -1.24233 -2.97678 1.06683
C -2.13293 -4.17722 1.17598
C -1.49211 -1.75508 1.90242
N -0.47725 -1.00813 2.12622
O -0.75677 0.10406 2.87325
B 0.48064 0.65779 3.47868
F 1.13212 -0.33457 4.22143
F 0.06562 1.72125 4.28018
O 1.47642 1.30519 2.53714
N 2.12604 0.51360 1.63882
C 3.08984 -0.42233 1.93000
C 3.90331 -0.15598 3.16211
C -2.84303 -1.47505 2.48728
H 4.52518 -3.29137 0.82923
H 4.07112 -3.11766 2.52409
H 5.25723 -2.01662 1.83352
H -1.63700 -5.03090 0.71977
H -3.08427 -4.01830 0.65975
H -2.36588 -4.40501 2.21916
H 3.47528 0.67069 3.72268
H 4.94296 0.09124 2.91212
H 3.91496 -1.02180 3.82676
H -3.58704 -2.19433 2.14663
H -3.16572 -0.47059 2.21676
H -2.79188 -1.49737 3.57849
O -1.91160 0.31377 -2.10907
C -1.63201 0.22183 -3.48296
C -2.47869 -0.48230 -4.30311
C -2.27228 -0.52384 -5.68476
C -1.18266 0.18558 -6.20288
C -0.32516 0.86649 -5.37515
C -0.46476 0.90346 -3.95204
C 0.54200 1.56165 -3.20546
N 0.69977 1.50983 -1.88406
N 1.77089 2.24899 -1.45701
C 2.28248 1.96277 -0.31487
O 1.82394 0.81775 0.32571
C 3.40944 2.78419 0.19159
C 3.69659 2.99717 1.54069
C 4.77307 3.79686 1.90968
C 5.57597 4.40314 0.95794
C 5.28784 4.20639 -0.38880
C 4.22320 3.40770 -0.76459
H -3.32014 -0.99962 -3.86159
H -2.93766 -1.09221 -6.32036
H -0.99580 0.18882 -7.27171
H 0.52659 1.38381 -5.80372
H 1.30321 2.07768 -3.79308
H 3.05785 2.58849 2.30804
H 4.96914 3.94898 2.96498
H 6.41179 5.02487 1.25773
H 5.90023 4.67016 -1.15376
H 3.99500 3.24655 -1.80853
O -3.16481 0.86834 -0.17464
B -3.09470 0.43468 -1.50765
O -4.37712 0.17008 -2.01377
C -5.22941 0.47422 -0.98272
C -6.60115 0.40223 -0.96111
C -7.23095 0.77415 0.22959
C -6.49725 1.19618 1.33141
C -5.10272 1.26390 1.29717
C -4.49549 0.89185 0.12089
H -7.15282 0.07422 -1.83162
H -8.31081 0.73204 0.29377
H -7.01830 1.47607 2.23803
H -4.51440 1.58801 2.14478
```

=====

Entry 5:
The following is a DFT calculation (ωB97M-V/def2-TZVPD) of a structure of composition C28H38AsCoN2O4S2 in a non-equilibrium geometry.

The HOMO energy (spin up / spin down) comes out at -0.1561 / -0.1612 Ha. Its energy above the lowest of the compared OMol25 structures with the same formula, charge and spin is 23.32 kcal per mole. Its HOMO-LUMO gap (spin up / spin down) is 0.239 / 0.243 Eh. Its spin multiplicity is 4. As for the charge: -1.

```
76
C28H38AsCoN2O4S2, DFT ωB97M-V/def2-TZVPD
Co -0.02806 -0.80067 -1.07600
O -2.84730 -3.05644 0.24123
C -2.01738 -2.77090 -0.62455
O -1.78050 -1.58559 -1.01479
C -1.32147 -3.89157 -1.36363
C -2.13159 -4.90297 -1.86229
C -1.61587 -5.91715 -2.64905
C -0.25394 -5.94683 -2.90990
C 0.57282 -4.97995 -2.37899
C 0.05654 -3.92587 -1.62081
S 1.19706 -2.77412 -0.97565
H -3.18726 -4.86763 -1.63178
H -2.27267 -6.66833 -3.06478
H 0.16815 -6.73711 -3.51607
H 1.63808 -5.00847 -2.55085
C -4.50644 2.00924 2.17183
C -3.69837 0.93681 2.88967
As -3.25820 -0.59470 1.63224
C -5.10651 -1.35852 1.56978
C -5.88617 -1.46969 2.86995
C -2.41398 -1.83188 2.95547
C -2.34694 -1.40245 4.41286
H -4.69776 2.87301 2.81493
H -5.46897 1.61580 1.84502
H -3.96986 2.35405 1.28633
H -4.23783 0.59475 3.77336
H -2.76108 1.37902 3.24131
H -4.99788 -2.34743 1.12285
H -5.67265 -0.74844 0.85628
H -5.35516 -2.09259 3.58818
H -6.86724 -1.92031 2.69673
H -6.05101 -0.49294 3.32350
H -1.39953 -2.01131 2.58858
H -2.94543 -2.78101 2.86423
H -1.83384 -0.44741 4.52255
H -1.80860 -2.14311 5.00846
H -3.34201 -1.30166 4.84059
C 6.53837 4.13133 -3.48279
C 6.72955 4.67444 -4.86885
O 7.55577 5.49870 -5.16489
S 5.69156 4.00990 -6.15462
C 4.44934 3.06264 -5.28451
C 4.58777 1.69097 -5.10846
C 3.64727 0.99920 -4.37732
C 2.54567 1.66014 -3.80883
C 2.39683 3.03623 -4.04679
C 3.33440 3.72682 -4.78267
C 1.62954 0.95970 -3.00343
C 0.83201 0.38213 -2.27885
H 6.64358 4.94109 -2.76277
H 7.33301 3.40721 -3.30040
H 5.57731 3.64320 -3.35806
H 5.43775 1.17879 -5.53367
H 3.75326 -0.06383 -4.21918
H 1.53492 3.54789 -3.63920
H 3.22569 4.78769 -4.96173
C 2.07148 -1.25607 2.15733
N 1.56605 0.05525 2.50803
C 1.48895 0.26987 3.93672
C 0.57459 0.55259 1.68258
O -0.01940 -0.16409 0.87700
N 0.28975 1.88419 1.80569
C -0.79287 2.40349 0.99519
C 1.30188 2.85989 2.14220
H 1.40647 -2.06517 2.47233
H 3.04404 -1.38370 2.63389
H 2.18322 -1.31530 1.07605
H 1.03959 -0.60244 4.42722
H 0.87988 1.14006 4.16093
H 2.49496 0.41242 4.34190
H -1.51742 1.60619 0.82147
H -0.43007 2.76045 0.02632
H -1.26548 3.22537 1.53449
H 2.21425 2.36653 2.46386
H 0.94713 3.52269 2.93650
H 1.52825 3.46790 1.26058
```

=====

Entry 6:
The following is a DFT calculation (ωB97M-V/def2-TZVPD) of a cluster of 2 separate species, C3H3NO in total in a non-equilibrium geometry.

The HOMO energy (spin up / spin down) comes out at -0.3880 / -0.3880 Ha. Its energy above the lowest of the compared OMol25 structures with the same formula, charge and spin is 153.74 kcal per mole. Its HOMO-LUMO gap (spin up / spin down) is 0.303 / 0.303 Eh. As for the charge: 0.

```
8
C3H3NO, DFT ωB97M-V/def2-TZVPD
C 2.50465 0.48879 0.11656
C 1.38908 0.23121 -0.24217
C -1.74808 -0.02688 0.01844
N -0.60169 -0.66865 0.12049
O -2.03369 1.13461 -0.14449
H 3.27114 1.20978 -0.12038
H -2.53749 -0.68132 0.25170
H -0.24392 -1.68753 -0.00014
```

=====

Entry 7:
The following is a DFT calculation (ωB97M-V/def2-TZVPD) of a structure of composition C25H17BeF9NO3P.

The HOMO energy comes out at -0.3309 Ha. Its energy above the lowest of the compared OMol25 structures with the same formula, charge and spin is 0.00 kcal per mole. Its HOMO-LUMO gap is 0.323 Eh. As for the charge: 0.

```
57
C25H17BeF9NO3P, DFT ωB97M-V/def2-TZVPD
Be -0.49542 -0.37906 -0.64540
O 0.41608 -3.54616 0.54286
C 0.58437 -2.59750 -0.19105
O -0.38622 -1.92746 -0.76409
C 1.97030 -2.06904 -0.54313
P 1.92997 -0.23431 -0.48142
C 2.34613 0.15515 1.25109
C 2.61250 1.48051 1.59094
C 2.83869 1.83763 2.90911
C 2.78991 0.87518 3.90990
C 2.51553 -0.44365 3.58197
C 2.29372 -0.80319 2.25866
C 3.39792 0.26807 -1.41996
C 3.24990 0.60805 -2.76136
C 4.36092 0.92750 -3.52875
C 5.62428 0.91586 -2.95720
C 5.77766 0.58103 -1.61887
C 4.67066 0.25730 -0.85152
H 2.15257 -2.31943 -1.59216
H 2.74717 -2.52502 0.06811
H 2.64297 2.24360 0.82107
H 3.04839 2.86948 3.15753
H 2.96438 1.15477 4.94017
H 2.47523 -1.20002 4.35461
H 2.06996 -1.83743 2.03043
H 2.26672 0.63017 -3.20917
H 4.23466 1.19290 -4.56943
H 6.49065 1.17026 -3.55291
H 6.76222 0.57180 -1.17046
H 4.79564 0.00145 0.19323
F -3.58044 2.85805 -2.96018
C -3.23221 1.79817 -2.21303
F -3.64978 2.02721 -0.96569
F -3.89996 0.73591 -2.66975
C -1.69190 1.52839 -2.23239
O -1.44812 0.53393 -1.37048
C -0.92924 2.81772 -1.78796
F -1.02567 3.82016 -2.66892
F -1.38916 3.25587 -0.61243
F 0.37587 2.54813 -1.62181
C -1.25221 1.12625 -3.67321
F -1.58150 2.03489 -4.59775
F -1.79275 -0.03894 -4.02453
F 0.08489 0.96735 -3.71806
N -0.75143 -0.12879 1.18862
C -1.13394 -0.73204 2.08668
C -1.61624 -1.49235 3.20380
C -1.70335 -2.87551 3.06667
C -2.16511 -3.61551 4.14234
C -2.52339 -2.97740 5.32271
C -2.42155 -1.59717 5.44792
C -1.96236 -0.83990 4.38461
H -1.38420 -3.34423 2.14479
H -2.23719 -4.69089 4.06203
H -2.88345 -3.56266 6.15866
H -2.69887 -1.11350 6.37399
H -1.87385 0.23471 4.45834
```

=====

Entry 8:
The following is a DFT calculation (ωB97M-V/def2-TZVPD) of a cluster of 9 separate species, C30H61N9O10 in total in a non-equilibrium geometry.

The HOMO energy comes out at -0.3212 Ha. Its energy above the lowest of the compared OMol25 structures with the same formula, charge and spin is 9.48 kcal per mole. As for the SMILES: O=[N+]([O-])c1ccccc1.CN(C)C=O.CN(C)C=O.CN(C)C=O.CN(C)C=O.CN(C)C=O.CN(C)C=O.CN(C)C=O.CN(C)C=O. Its HOMO-LUMO gap is 0.268 Eh. As for the charge: 0.

```
110
C30H61N9O10, DFT ωB97M-V/def2-TZVPD
O 1.50032 -1.61806 -5.67083
N 0.67754 -2.56435 -5.91625
O 0.48355 -3.14635 -6.95802
C -0.04790 -3.12865 -4.74798
C -0.72985 -4.54111 -4.67501
C -1.28490 -5.04812 -3.38812
C -1.16367 -4.28567 -2.07187
C -0.48433 -2.96915 -2.04547
C 0.18499 -2.41541 -3.31514
H -0.82412 -5.06476 -5.49846
H -1.68178 -5.88397 -3.50773
H -1.48234 -4.61025 -1.19715
H -0.33751 -2.59597 -1.05310
H 0.96502 -1.60555 -3.17789
C -2.57005 -0.25852 -4.76960
N -3.63924 -0.66769 -3.80714
C -3.51609 -1.96511 -3.16135
C -4.73593 0.19457 -3.70488
O -5.69484 -0.15017 -3.05238
H -2.59577 -0.49118 -5.89405
H -1.55402 -0.78631 -4.50492
H -2.20759 0.77110 -4.63982
H -3.03410 -2.66282 -3.94691
H -4.51038 -2.40985 -3.06182
H -3.00363 -1.92398 -2.27226
H -4.69873 1.04599 -4.26207
C -1.08188 0.83056 -1.71748
N -0.28913 0.27606 -0.67221
C 1.11853 0.50701 -0.75262
C -0.81915 -0.27967 0.45473
O -0.27724 -0.50870 1.54812
H -0.94484 1.90151 -2.08269
H -2.20439 0.61333 -1.55952
H -1.04744 0.11800 -2.44227
H 1.53210 0.65844 -1.60462
H 1.80812 -0.20849 -0.27405
H 1.42179 1.43914 -0.21278
H -1.88532 -0.39999 0.35160
C 1.09935 -1.04356 6.75907
N 0.03930 -0.14358 6.53954
C -0.36303 0.43227 7.73826
C -0.44025 0.13219 5.31942
O -1.50041 0.73077 5.10267
H 1.02061 -1.49519 7.68540
H 2.09779 -0.61808 6.42771
H 1.05573 -2.02060 6.00671
H 0.44703 0.93431 8.28770
H -1.01256 -0.18491 8.38393
H -1.21130 1.25024 7.52365
H 0.04410 -0.40142 4.42284
C 2.03927 4.77669 -3.05523
N 3.02425 3.67895 -2.84158
C 3.10443 2.63442 -3.85883
C 3.75771 3.62762 -1.68404
O 4.46664 2.73460 -1.36316
H 2.20047 5.65300 -2.45038
H 1.11607 4.22152 -2.93129
H 1.82080 5.19659 -3.95090
H 3.59363 2.84814 -4.79361
H 2.11939 2.71770 -4.40186
H 3.32512 1.43185 -3.45022
H 3.60107 4.73229 -1.14115
C -0.10565 3.78707 1.75864
N -1.30402 4.19603 2.39256
C -2.25662 3.16527 2.66880
C -1.33763 5.38750 2.99426
O -2.36914 5.87430 3.51957
H -0.45372 3.62283 0.77285
H 0.45394 2.91123 1.98230
H 0.83849 4.39912 1.63598
H -1.75695 2.52491 3.23966
H -2.50550 2.36431 1.81865
H -3.12609 3.66412 3.01423
H -0.40154 6.03626 2.90754
C 5.04404 -0.39934 3.04957
N 3.89624 0.49144 2.60676
C 2.60548 0.10975 3.06884
C 4.14430 1.68256 2.07379
O 3.28512 2.55140 1.77320
H 5.90791 -0.05163 2.56660
H 4.76950 -1.38673 2.79842
H 5.12000 -0.34797 4.17166
H 2.59747 -0.05513 4.29491
H 2.41831 -0.76462 2.51262
H 1.78508 0.72331 2.87293
H 5.00160 1.95890 1.87711
C -6.07196 0.75910 3.32204
N -5.40014 -0.01138 2.31411
C -5.92290 0.02013 0.79266
C -4.23738 -0.61791 2.63329
O -3.82299 -1.47873 1.93342
H -5.42851 1.43457 3.94900
H -6.45214 0.07688 3.89064
H -6.85700 1.61936 3.11109
H -5.76093 1.08226 0.43454
H -7.01224 -0.23049 0.91224
H -5.34359 -0.75736 0.08527
H -3.86673 -0.43829 3.78449
C 4.16311 -2.84617 -0.87972
N 3.98348 -3.65169 -2.04548
C 4.48158 -3.28773 -3.36008
C 3.12998 -4.76279 -1.98440
O 2.86586 -5.48883 -2.95789
H 3.27590 -2.23738 -0.71955
H 4.84900 -1.99296 -0.84896
H 4.27540 -3.25780 0.02595
H 4.80524 -2.32582 -3.29016
H 3.65839 -3.19709 -3.92939
H 4.99260 -4.10745 -3.55098
H 2.65430 -4.73898 -1.00417
```

=====

Number 1: electronic energy -891.56430 a.u.. Number 2: electronic energy -822.24595 a.u.. Number 3: electronic energy -491.17946 a.u.. Number 4: electronic energy -3087.31881 a.u.. Number 5: electronic energy -5915.19559 a.u.. Number 6: electronic energy -245.84654 a.u.. Number 7: electronic energy -2498.46501 a.u.. Number 8: electronic energy -2424.24203 a.u..